CH4N2O2S as an isolated structure, computed with ωB97M-V/def2-TZVPD.

Last column: Löwdin charge in e.
Atoms and positions in Å:
C (0.3674, -0.5476, -0.9084)  -0.162
N (-0.2694, -1.2214, 0.3450)  -0.136
N (0.2573, -0.3077, 1.2565)  -0.177
O (1.1493, 1.9925, 0.3800)  -0.285
O (-1.1382, 1.4734, -0.3108)  -0.346
S (0.1982, 0.9995, 0.0867)  0.685
H (1.3483, -0.7178, -1.3245)  0.089
H (-0.3771, -0.6114, -1.6906)  0.088
H (-1.2492, -0.8888, 0.0250)  0.115
H (-0.2866, -0.1707, 2.1412)  0.129

Cartesian forces (eV/Å) of the 2 atoms listed first:
C -0.8339 -0.0324 0.9450
N -1.0252 -0.0656 -3.6372

Calculated values
* relative energy (zero: lowest compared OMol25 entry of this formula, charge and spin): 2.957 eV
* charge: 0
* Kohn-Sham gap: 11.1 eV
* E_LUMO: 0.69 eV



A 2-piece molecular cluster, CH6S4 overall, computed with ωB97M-V/def2-TZVPD.

Last column: Löwdin charge in e.
Atoms and positions in Å:
C (-0.6299, 1.7765, 1.1517)  -0.537
S (0.3660, 1.8518, -0.3555)  0.354
S (1.9336, 0.3507, -0.3027)  0.298
H (-0.6873, 2.8770, 1.6178)  0.078
H (-1.6103, 1.6068, 0.7495)  -0.051
H (-0.2644, 1.0342, 1.8888)  0.044
H (1.8208, 0.2723, -1.6066)  -0.221
S (-0.2368, -2.2168, 0.3911)  0.207
S (-1.6646, -0.7847, -0.2893)  0.284
H (-0.9975, -3.3632, 0.5284)  -0.188
H (-0.8520, -0.3014, -1.1843)  -0.268

Cartesian forces (eV/Å) of the 2 atoms listed first:
C 0.3608 2.4238 1.0497
S 1.2990 0.2413 -0.1985

Calculated values
* relative energy (zero: lowest compared OMol25 entry of this formula, charge and spin): 1.156 eV
* charge: 0
* Kohn-Sham gap: 8.4 eV
* E_LUMO: -0.01 eV
* structure (SMILES): CSS.SS



A 2-piece molecular cluster, C6H16NO overall, computed with ωB97M-V/def2-TZVPD.

Last column: Löwdin charge in e.
Atoms and positions in Å:
C (-0.4450, 2.8641, 2.2535)  -0.024
C (-0.2687, 1.4423, 1.8484)  -0.342
C (-0.4738, 0.3529, 2.5612)  0.126
N (0.0367, 1.2642, 0.4043)  0.227
H (-0.5952, 2.9186, 3.3268)  0.099
H (0.4152, 3.4769, 1.9750)  0.096
H (-1.3179, 3.2985, 1.7585)  0.100
H (-0.3950, -0.6506, 2.1664)  0.074
H (-0.7452, 0.4618, 3.6020)  0.096
H (0.9442, 1.6599, 0.1309)  0.180
H (-0.6298, 1.7788, -0.1825)  0.182
H (0.0351, 0.2837, 0.1021)  0.096
C (-0.0596, -2.1152, -0.5168)  -0.067
C (0.3810, -1.8935, -1.9590)  -0.487
C (0.9937, -0.5306, -2.2199)  -0.062
O (-0.7453, -1.9639, -2.8338)  -0.040
H (-0.3975, -3.1422, -0.3870)  0.091
H (-0.8960, -1.4565, -0.2617)  0.075
H (0.7834, -1.9691, 0.1673)  0.086
H (1.0940, -2.6711, -2.2488)  0.146
H (1.8244, -0.3097, -1.5443)  0.082
H (0.2273, 0.2449, -2.1167)  0.070
H (1.3558, -0.4925, -3.2441)  0.094
H (-1.1216, -2.8516, -2.7817)  0.102

Cartesian forces (eV/Å) of the 2 atoms listed first:
C 0.0998 0.0331 -0.2217
C -0.3558 -0.2074 -0.0311

Calculated values
* relative energy (zero: lowest compared OMol25 entry of this formula, charge and spin): 1.434 eV
* charge: +1
* Kohn-Sham gap: 10.2 eV
* E_LUMO: -3.39 eV



CH4ClNOP2 as an isolated structure, computed with ωB97M-V/def2-TZVPD.

Last column: Löwdin charge in e.
Atoms and positions in Å:
C (0.8142, 0.8026, -0.0540)  -0.406
N (-1.5402, -1.7219, -0.6162)  -0.519
O (-2.3442, -2.5871, -0.6943)  -0.123
P (-0.7542, -1.5954, 1.0707)  0.548
P (-0.7831, 0.6152, 0.9527)  0.589
Cl (-2.5472, 0.5008, -1.0593)  -0.061
H (1.0145, 0.0087, -0.7666)  0.029
H (1.5475, 0.8816, 0.6565)  -0.012
H (0.6637, 1.5413, -0.7796)  0.004
H (-2.0508, -1.8837, 1.8880)  -0.049

Cartesian forces (eV/Å) of the 2 atoms listed first:
C -3.2151 -1.9846 -1.2775
N 0.2580 -1.8646 -0.6935

Calculated values
* relative energy (zero: lowest compared OMol25 entry of this formula, charge and spin): 1.556 eV
* charge: 0
* Kohn-Sham gap (spin up / spin down): 6.9 / 6.9 eV
* E_LUMO (spin up / spin down): -1.78 / -1.78 eV



A 2-piece molecular cluster, C3H11N overall, computed with ωB97M-V/def2-TZVPD.

Last column: Mulliken spin population.
Atoms and positions in Å:
C (1.6532, 0.0947, 2.0742)  0.006
H (1.9209, -0.4992, 1.1866)  -0.003
H (0.6674, -0.0729, 2.4841)  0.000
H (2.5669, 0.2655, 2.6442)  0.001
H (1.6015, 1.0825, 1.6084)  -0.001
C (0.1307, -0.3021, -1.6008)  0.025
N (-0.5000, 0.0851, -0.3590)  0.776
C (-1.9498, 0.2656, -0.5959)  0.040
H (-0.0838, 0.3989, -2.4052)  0.015
H (-0.0718, -1.2460, -2.1396)  0.064
H (1.2106, -0.2483, -1.4686)  0.011
H (-0.1506, -0.6660, 0.2507)  -0.008
H (-2.4300, -0.7196, -0.5571)  0.057
H (-2.4005, 0.6535, 0.3262)  0.017
H (-2.1646, 0.9082, -1.4481)  -0.001

Cartesian forces (eV/Å) of the 2 atoms listed first:
C 0.7917 1.5076 -2.0244
H -0.1967 -0.5467 0.5674

Calculated values
* relative energy (zero: lowest compared OMol25 entry of this formula, charge and spin): 0.481 eV
* charge: +1
* Kohn-Sham gap (spin up / spin down): 13.0 / 7.7 eV
* E_LUMO (spin up / spin down): -3.37 / -8.74 eV
* 2S+1: 2



Maximum force (computed, Eh/bohr): 0.0735; 0.0518; 0.0130; 0.0776; 0.1005